[1]
{
  "formula": "C3H5NO2",
  "method": "ωB97M-V/def2-TZVPD",
  "total_energy_ha": -322.37239,
  "e_homo_ev": -9.8,
  "orbital_gap_ev": 9.7,
  "species": ["C", "O", "H", "H", "N", "H", "O", "H", "H", "C", "C"],
  "xyz": [[0.256, -0.162, -0.282], [1.220, -0.287, 1.458], [-1.875, 0.252, -0.784], [-2.000, 0.194, -0.020], [-1.173, -0.092, 1.686], [-1.168, -0.090, 2.698], [0.634, -0.993, -1.203], [0.453, 0.939, -2.172], [2.028, 0.662, -1.216], [-0.015, -0.189, 1.173], [0.979, 0.445, -1.364]],
  "nbo_charge": [0.533, -0.590, -0.097, 0.097, -0.756, 0.371, -0.361, 0.218, 0.228, 0.502, -0.145]
}

[2]
{
  "formula": "CH8NP4",
  "method": "ωB97M-V/def2-TZVPD",
  "total_energy_ha": -1462.67751,
  "smiles": "C=[N+]=P(P)(P)P",
  "e_homo_ev": -13.9,
  "orbital_gap_ev": 8.9,
  "total_charge": 1,
  "species": ["H", "H", "P", "C", "H", "P", "H", "H", "H", "H", "H", "N", "P", "P"],
  "xyz": [[2.151, -1.488, 0.689], [-0.711, -1.826, -0.788], [0.290, 0.370, 0.375], [0.808, 0.509, -2.307], [-1.275, 2.180, 2.045], [-0.214, 2.347, 1.114], [1.499, 0.955, -3.056], [-0.233, 0.055, -2.480], [1.161, -1.446, 2.152], [-0.934, 2.561, -0.032], [-2.281, -0.786, 0.639], [1.276, 0.803, -0.903], [1.918, -0.408, 1.593], [-1.485, -0.719, -0.514]],
  "nbo_charge": [0.034, 0.032, 0.708, 0.045, 0.046, 0.140, 0.243, 0.213, 0.020, 0.014, 0.065, -0.816, 0.178, 0.077]
}

[3]
{
  "formula": "C19H28BrIrO2",
  "method": "ωB97M-V/def2-TZVPD",
  "total_energy_ha": -3569.02380,
  "e_homo_ev": [-9.5, -11.8],
  "orbital_gap_ev": [7.3, 4.2],
  "s2": 8.7684,
  "spin_multiplicity": 6,
  "total_charge": 1,
  "species": ["H", "C", "C", "H", "C", "C", "O", "H", "O", "C", "C", "H", "H", "C", "H", "C", "H", "H", "H", "Br", "H", "H", "Ir", "H", "H", "H", "H", "H", "H", "C", "C", "H", "H", "C", "H", "C", "H", "H", "H", "C", "H", "H", "H", "C", "H", "C", "C", "C", "C", "C", "H"],
  "xyz": [[2.894, -0.611, 5.005], [-0.211, -1.161, -3.064], [1.277, -2.892, -3.866], [-3.646, 2.539, -1.371], [2.122, 1.173, 2.246], [2.952, 0.221, 2.901], [0.509, -1.615, -1.892], [-1.505, 3.526, -3.349], [-1.372, 0.732, -1.508], [-0.638, -1.472, 4.222], [-1.565, 2.151, -1.712], [2.228, 1.558, 1.232], [-1.846, 0.317, 1.632], [-0.478, -2.365, 3.138], [-2.517, 3.817, -0.802], [-1.429, -0.427, 2.310], [0.967, -3.897, -4.185], [0.764, 0.566, -1.117], [-0.378, -1.665, 5.275], [1.853, -1.854, 1.077], [0.793, -1.075, -4.987], [2.254, -2.741, -1.892], [0.774, -0.575, 2.819], [-0.953, -2.122, 0.941], [-0.049, -3.365, 3.204], [0.716, -3.672, -1.906], [-0.257, 3.231, -0.249], [-1.482, 0.625, 4.295], [0.577, 2.808, -1.855], [-2.684, 2.732, -0.889], [0.281, -1.817, -4.357], [2.286, -2.669, -4.243], [0.741, 0.993, 5.311], [-0.974, -1.720, 1.949], [-2.776, 2.271, -3.434], [1.304, 0.854, 4.388], [-1.278, -1.383, -2.914], [3.815, -0.288, 2.484], [-2.704, 2.274, 0.105], [-0.182, 2.534, -1.095], [-0.327, 0.763, 0.299], [-1.097, 1.829, -3.806], [-0.550, -2.255, -4.929], [-1.223, -0.258, 3.711], [0.215, 2.194, 2.919], [2.460, 0.026, 4.237], [1.050, 1.531, 3.133], [1.244, -2.794, -2.324], [-1.729, 2.464, -3.172], [-0.146, 1.045, -0.752], [-0.076, -0.078, -3.165]],
  "nbo_charge": [0.272, -0.066, -0.436, 0.222, -0.225, -0.252, -0.571, 0.222, -0.552, -0.311, 0.274, 0.270, 0.271, -0.260, 0.221, -0.285, 0.224, 0.200, 0.272, 0.205, 0.213, 0.178, 0.815, 0.276, 0.271, 0.168, 0.208, 0.261, 0.219, -0.626, -0.438, 0.217, 0.266, -0.248, 0.218, -0.271, 0.186, 0.264, 0.201, -0.474, 0.154, 0.219, 0.223, -0.264, 0.269, -0.275, -0.327, -0.076, -0.629, -0.075, 0.186]
}

[4]
{
  "formula": "C2HF3O2",
  "method": "ωB97M-V/def2-TZVPD",
  "total_energy_ha": -526.74962,
  "e_homo_ev": [-9.8, -9.2],
  "orbital_gap_ev": [9.4, 8.3],
  "species": ["O", "C", "F", "F", "F", "O", "H", "C"],
  "xyz": [[0.535, -0.683, 1.097], [-0.450, 1.842, -0.520], [-1.112, -1.591, -0.148], [-1.471, 1.897, -1.321], [0.965, -1.965, -0.722], [0.186, 2.695, -0.058], [1.160, -1.118, 1.728], [0.187, -1.077, -0.055]],
  "nbo_charge": [-0.714, 0.784, -0.358, -0.303, -0.339, -0.503, 0.524, 0.909]
}

[5]
{
  "formula": "C4H28N2O10S",
  "method": "ωB97M-V/def2-TZVPD",
  "total_energy_ha": -1429.19381,
  "smiles": "CNC(=O)[C@@H](N)CS.O.O.O.O.O.O.O.O.O",
  "e_homo_ev": -9.4,
  "orbital_gap_ev": 9.4,
  "species": ["C", "H", "C", "N", "O", "H", "H", "S", "H", "N", "H", "C", "H", "H", "O", "H", "O", "O", "H", "H", "O", "H", "H", "H", "H", "H", "O", "H", "O", "H", "H", "H", "O", "H", "H", "C", "H", "H", "O", "H", "H", "H", "O", "H", "H"],
  "xyz": [[-1.031, 0.707, 0.159], [-2.099, -1.948, 1.477], [0.942, -0.639, -0.861], [1.424, -1.344, -1.918], [1.812, -1.850, 3.613], [-0.533, -0.492, 1.908], [-3.152, -2.984, 0.992], [-1.063, 1.567, -1.481], [2.418, -1.283, -2.244], [-0.312, -1.368, 1.267], [-0.171, -2.769, -2.362], [-0.487, -0.765, -0.093], [-0.285, 3.901, 1.270], [-0.631, 0.127, -3.899], [-3.391, -0.837, -2.818], [-3.624, -0.304, -2.107], [-1.324, -0.172, -4.379], [2.297, 2.694, 0.594], [-0.598, 1.273, 0.989], [-1.171, -1.412, -0.724], [3.363, -2.070, -0.433], [0.813, 1.079, 2.200], [1.783, -0.806, 3.533], [1.085, -2.185, 3.128], [-1.902, -0.280, -3.565], [2.174, 1.491, 2.796], [-1.787, 1.674, 2.844], [3.397, -1.512, 0.314], [-2.925, -2.072, 0.881], [-1.978, 0.501, 0.603], [4.290, -2.354, -0.418], [-2.437, 1.305, 3.275], [0.118, 3.788, 2.086], [1.138, 3.678, 1.866], [-1.829, 2.625, 2.860], [0.832, -2.689, -2.029], [1.044, -3.220, -1.104], [0.567, -1.745, 1.511], [1.532, 0.325, -0.380], [1.726, 3.213, 0.003], [-1.682, 2.788, -1.057], [-3.591, -1.790, -2.587], [1.412, 0.834, 2.905], [2.783, 2.154, 0.060], [1.309, -3.325, -2.825]],
  "nbo_charge": [-0.515, 0.500, 0.675, -0.615, -0.978, 0.386, 0.465, -0.073, 0.438, -0.878, 0.214, -0.133, 0.456, 0.444, -0.945, 0.482, -0.952, -0.960, 0.230, 0.226, -0.947, 0.493, 0.512, 0.447, 0.485, 0.494, -0.946, 0.481, -0.992, 0.229, 0.472, 0.463, -0.962, 0.502, 0.492, -0.435, 0.198, 0.381, -0.689, 0.476, 0.143, 0.490, -0.963, 0.494, 0.216]
}

[6]
{
  "formula": "C4H12",
  "method": "ωB97M-V/def2-TZVPD",
  "total_energy_ha": -159.55992,
  "smiles": "CC.CC",
  "e_homo_ev": -11.4,
  "orbital_gap_ev": 12.5,
  "species": ["H", "C", "H", "C", "H", "H", "H", "H", "H", "H", "H", "C", "H", "C", "H", "H"],
  "xyz": [[2.968, 0.786, -0.910], [0.870, 1.547, -1.255], [1.213, 2.507, -1.416], [-0.719, -1.018, 1.294], [0.673, 1.155, -2.264], [-0.265, -2.021, 1.325], [-0.059, 1.548, -0.813], [-0.118, -0.401, 0.597], [-2.234, -1.700, -0.258], [1.652, -0.384, -0.909], [-2.431, -0.030, 0.431], [-2.089, -1.055, 0.702], [1.946, 0.705, 0.465], [1.908, 0.635, -0.618], [-0.595, -0.695, 2.264], [-2.719, -1.577, 1.366]],
  "nbo_charge": [0.208, -0.603, 0.203, -0.609, 0.197, 0.199, 0.202, 0.202, 0.201, 0.204, 0.203, -0.604, 0.203, -0.614, 0.206, 0.202]
}